Record 1
A structure of composition C25H51N5O2PSSbW, computed with ωB97M-V/def2-TZVPD.

```
! wB97M-V def2-TZVPD RIJCOSX def2/J DEFGRID3
* xyz 2 3
W 0.139 0.162 -0.235
O -1.140 -0.880 -0.949
O 0.165 -1.240 -1.407
C -1.116 4.309 -3.037
C -2.211 3.667 -2.212
C -3.233 2.958 -3.072
Sb -1.368 2.306 -0.643
C 0.088 3.759 0.210
C 0.305 3.490 1.686
C 1.395 3.595 -0.559
C -3.140 2.114 0.805
C -3.875 0.861 0.339
C -4.038 3.330 0.893
H -1.583 4.963 -3.771
H -0.532 3.564 -3.580
H -0.462 4.924 -2.423
H -2.695 4.406 -1.574
H -2.767 2.214 -3.715
H -3.720 3.694 -3.706
H -4.002 2.477 -2.471
H -0.327 4.760 0.071
H 0.800 2.520 1.825
H -0.628 3.509 2.247
H 0.949 4.264 2.099
H 1.768 2.560 -0.456
H 2.147 4.269 -0.149
H 1.282 3.821 -1.621
H -2.651 1.930 1.772
H -4.414 1.057 -0.590
H -4.609 0.554 1.085
H -3.178 0.023 0.176
H -4.526 3.543 -0.055
H -3.482 4.208 1.213
H -4.817 3.140 1.632
N 2.025 0.389 -0.216
P 2.928 -0.882 -0.014
N 2.345 -2.286 0.734
C 0.982 -2.605 1.136
C 1.002 -3.435 2.419
C 1.650 -4.804 2.158
C 2.647 -4.706 1.002
C 3.320 -3.340 1.011
N 3.661 -1.485 -1.413
C 3.012 -2.545 -2.172
C 2.624 -2.094 -3.574
C 3.864 -1.704 -4.381
C 4.967 -1.186 -3.451
C 4.368 -0.507 -2.228
N 4.189 -0.376 0.998
C 5.494 -0.957 1.187
C 6.494 0.138 1.562
C 6.152 0.749 2.923
C 4.638 0.736 3.158
C 3.886 0.773 1.838
H 0.470 -3.172 0.337
H 0.417 -1.654 1.300
H -0.014 -3.554 2.798
H 1.577 -2.894 3.174
H 0.891 -5.547 1.924
H 2.160 -5.135 3.061
H 2.142 -4.853 0.045
H 3.411 -5.475 1.097
H 4.109 -3.294 0.259
H 3.777 -3.182 1.996
H 2.120 -2.872 -1.635
H 3.708 -3.390 -2.247
H 1.928 -1.252 -3.483
H 2.087 -2.903 -4.069
H 3.600 -0.945 -5.117
H 4.237 -2.568 -4.929
H 5.608 -0.483 -3.980
H 5.593 -2.013 -3.112
H 3.678 0.280 -2.557
H 5.137 -0.037 -1.607
H 5.790 -1.474 0.272
H 5.483 -1.693 2.002
H 6.470 0.907 0.787
H 7.502 -0.276 1.583
H 6.524 1.770 2.956
H 6.644 0.194 3.719
H 4.341 1.596 3.756
H 4.349 -0.158 3.709
H 4.152 1.690 1.295
H 2.797 0.794 2.002
S -1.006 0.214 4.351
C -0.604 0.295 2.843
N -0.325 0.410 1.668
*
```

Calculated values
Calculated total energy ... -2453.66307 Eh
E_LUMO (spin up / spin down) ... -6.497 / -9.309 eV
Frontier orbital gap (spin up / spin down) ... 6.853 / 5.078 eV
ΔE to the lowest compared entry with this formula, charge and spin ... 43.7 kcal/mol
HOMO energy (spin up / spin down) ... -13.3 / -14.4 eV

Record 2
A structure of composition C25H51O21Zn, computed with ωB97M-V/def2-TZVPD.

```
! wB97M-V def2-TZVPD RIJCOSX def2/J DEFGRID3
* xyz 1 1
Zn -2.897 -4.332 -1.407
C 0.191 -1.177 0.302
O -0.979 -1.846 -0.081
H 1.076 -1.793 0.146
H 0.304 -0.278 -0.304
H 0.176 -0.964 1.371
C 4.358 -0.768 -6.443
O 4.509 -0.926 -5.050
C 4.803 -2.140 -4.605
O 4.883 -3.164 -5.375
O 5.041 -2.108 -3.222
C 5.095 -0.888 -2.441
H 3.481 -1.281 -6.839
H 5.322 -1.123 -6.808
H 4.210 0.300 -6.606
H 5.496 -0.068 -3.036
H 5.748 -1.178 -1.618
H 4.097 -0.646 -2.073
C 2.935 -6.589 -0.752
O 2.178 -7.606 -0.091
C 0.839 -7.615 0.125
O 0.030 -6.801 -0.329
O 0.506 -8.611 0.911
C 1.327 -9.689 1.408
H 2.388 -6.132 -1.576
H 3.936 -6.872 -1.076
H 3.209 -5.738 -0.128
H 2.054 -9.248 2.090
H 1.859 -10.186 0.597
H 0.682 -10.456 1.836
C 4.943 5.318 6.566
O 4.745 4.639 5.303
C 5.566 3.626 4.888
O 6.496 3.154 5.475
O 5.033 3.158 3.798
C 5.297 1.870 3.325
H 5.871 5.888 6.539
H 4.951 4.615 7.399
H 4.115 5.987 6.801
H 6.067 2.086 2.584
H 4.383 1.477 2.880
H 5.619 1.150 4.077
C -6.346 7.041 -2.220
O -5.133 6.263 -2.074
C -5.132 4.975 -1.769
O -6.187 4.379 -1.450
O -3.857 4.584 -1.781
C -3.536 3.310 -1.363
H -6.393 7.639 -1.310
H -7.259 6.449 -2.277
H -6.279 7.687 -3.096
H -3.651 2.507 -2.091
H -4.063 2.971 -0.472
H -2.470 3.318 -1.137
C -4.959 0.478 -5.634
O -3.570 0.681 -5.570
C -2.854 0.281 -6.695
O -3.301 -0.020 -7.784
O -1.513 0.348 -6.439
C -0.961 0.825 -5.201
H -5.234 -0.552 -5.862
H -5.449 1.116 -6.370
H -5.385 0.683 -4.651
H 0.104 0.914 -5.418
H -1.099 0.134 -4.369
H -1.368 1.793 -4.907
C -0.987 -1.148 6.580
O -1.126 -2.287 7.550
C -1.046 -2.035 8.826
O -0.808 -0.954 9.322
O -1.379 -3.201 9.493
C -1.580 -3.128 10.948
H -1.051 -0.138 6.985
H -1.713 -1.227 5.772
H -0.008 -1.141 6.101
H -2.476 -2.539 11.148
H -0.805 -2.571 11.474
H -1.694 -4.130 11.361
C 4.212 4.167 -3.681
C 3.471 4.247 -2.307
O 2.446 3.580 -2.066
C 4.133 5.113 -1.268
H 3.814 4.871 -4.413
H 4.192 3.133 -4.026
H 5.209 4.516 -3.415
H 4.623 5.916 -1.818
H 4.975 4.637 -0.764
H 3.350 5.465 -0.597
C -8.000 -1.258 -0.813
C -6.586 -1.528 -0.328
O -5.775 -2.063 -1.020
C -6.237 -1.022 1.033
H -8.306 -1.796 -1.710
H -7.970 -0.202 -1.083
H -8.722 -1.352 -0.002
H -6.641 -1.640 1.835
H -6.404 0.048 1.160
H -5.161 -1.178 1.103
*
```

Calculated values
Calculated total energy ... -4341.95059 Eh
E_LUMO ... -8.757 eV
Frontier orbital gap ... 2.725 eV
HOMO energy ... -11.5 eV